Entry 1:
Entry from OMol25: a 2-piece molecular cluster, C3ClO4 overall (the ωB97M-V functional and the def2-TZVPD basis).

```
8
Properties=species:S:1:pos:R:3:forces:R:3:mulliken_charge:R:1
C 0.794186 -0.344843 0.434356 -1.2 -0.5 -0.6 0.79
C -2.215144 0.434026 -0.148018 -0.6 0.1 -0.9 0.81
C 2.168666 -0.777903 0.228475 -0.6 -0.4 1.0 -0.58
O -2.345805 1.461077 0.370672 0.0 0.4 0.5 -0.41
O -0.230013 0.031737 1.022637 2.1 -0.4 -0.6 -0.65
O -2.318588 -0.497375 -0.835463 0.3 -0.4 0.2 -0.41
O 0.959574 -0.891321 -0.772043 -0.6 0.4 0.5 -0.29
Cl 3.187124 0.584602 -0.300614 0.5 0.8 -0.2 -0.24
```
Positions in Å, forces in eV/Å.

Calculated values
highest occupied orbital energy: -3.637 eV
HOMO-LUMO gap: 7.171 eV
energy above the lowest of the compared OMol25 structures with the same formula, charge and spin: 18.8 kcal per mole
charge: -1
E_tot: -875.48689 a.u.
E_LUMO: 3.53 eV

=====

Entry 2:
Entry from OMol25: C6H8O2 as an isolated structure (the ωB97M-V functional and the def2-TZVPD basis).

```
16
Properties=species:S:1:pos:R:3:forces:R:3:mulliken_charge:R:1
C -0.337763 -2.159600 0.118733 -0.4 0.7 0.0 -1.42
C 0.129363 -0.723235 -0.090317 -0.5 0.4 -1.5 0.70
C 0.250594 0.298715 1.057544 -0.3 0.8 -0.6 0.03
C -0.938890 0.361085 -0.443420 -1.0 0.1 -1.8 0.06
C -0.013935 1.607110 -0.710242 -0.7 0.7 -1.7 -0.62
C 0.804625 1.531090 0.323445 1.0 -0.4 0.4 -0.82
H -1.372384 -2.231617 0.514632 0.9 0.1 0.3 0.33
H -0.392749 -2.615778 -0.893573 0.5 0.1 0.8 0.39
H 0.461269 -2.556432 0.771930 -0.8 -0.6 -0.4 0.32
H 1.694600 -0.082011 -1.189645 -0.5 0.2 0.4 0.39
H 0.582099 0.082254 2.024064 0.5 -0.4 1.5 0.63
H -1.882561 0.064025 -0.967754 1.0 0.8 -0.2 0.45
H -0.024070 2.362595 -1.538630 0.0 -1.1 0.8 0.31
H 1.763262 2.022424 0.529406 -0.7 0.1 0.0 0.34
O 1.159080 -0.862682 -1.007323 1.2 -0.9 -0.5 -0.63
O -1.183260 0.545625 0.909213 0.1 -0.5 2.4 -0.46
```
Positions in Å, forces in eV/Å.

Calculated values
highest occupied orbital energy: -9.526 eV
HOMO-LUMO gap: 10.461 eV
energy above the lowest of the compared OMol25 structures with the same formula, charge and spin: 74.7 kcal per mole
E_tot: -383.79112 a.u.
E_LUMO: 0.93 eV